Record 1
Here is a 13-piece molecular cluster, C7H36O12 overall in a non-equilibrium geometry from the Open Molecules 2025 dataset. Energies are from ωB97M-V/def2-TZVPD.

```
55
Properties=species:S:1:pos:R:3:mulliken_charge:R:1
C 2.438 -2.489 -2.528 -1.30
C 1.459 -1.322 -2.876 -0.69
C 0.800 -0.707 -1.644 0.83
C 0.159 -1.437 -0.725 -0.31
C 0.122 -2.930 -0.512 -0.69
C 0.958 -3.584 0.277 -0.93
C 0.575 0.798 -1.658 -0.85
H 2.871 -2.521 -1.537 0.27
H 3.271 -2.391 -3.226 0.40
H 2.001 -3.473 -2.720 0.36
H 2.113 -0.564 -3.303 0.41
H 0.702 -1.700 -3.553 0.34
H -0.350 -0.982 0.129 0.94
H -0.588 -3.377 -1.207 0.37
H 0.802 -4.639 0.477 0.28
H 1.764 -3.101 0.806 0.25
H -0.470 1.060 -1.533 0.16
H 1.075 1.285 -2.489 0.40
H 1.019 1.101 -0.706 -0.20
H -4.617 -0.996 -0.520 0.35
H -4.374 -0.003 -1.589 0.28
O -4.547 -0.038 -0.641 -0.66
H 1.398 1.442 3.791 0.30
H 2.798 0.864 3.606 0.37
O 2.315 1.567 4.053 -0.63
H 1.860 -0.142 2.245 0.25
H 1.530 -1.615 2.436 0.31
O 2.247 -0.980 2.514 -0.68
H 2.260 2.896 -0.481 0.31
H 2.974 2.937 0.822 0.31
O 2.265 3.390 0.350 -0.60
H -0.595 -0.478 3.561 0.29
H -1.196 0.200 2.307 0.22
O -0.487 -0.393 2.609 -0.38
H -2.396 2.859 -1.388 0.28
H -1.315 3.549 -2.199 0.32
O -2.262 3.555 -2.038 -0.62
H -3.083 1.660 1.864 0.23
H -3.249 0.759 0.667 0.21
O -2.605 1.002 1.353 -0.43
H 4.319 0.843 -0.745 0.26
H 4.040 1.548 -2.077 0.30
O 3.894 0.725 -1.600 -0.56
H -2.156 3.309 2.363 0.33
H -0.781 3.085 3.028 0.28
O -1.709 2.842 3.075 -0.64
H -3.027 -1.809 -2.918 0.35
H -2.364 -1.287 -1.728 0.24
O -2.818 -2.094 -2.017 -0.60
H -1.868 -2.190 1.949 0.33
H -3.329 -1.946 2.246 0.31
O -2.713 -2.653 2.028 -0.66
H -0.512 2.144 0.914 0.17
H 0.008 3.566 0.406 0.19
O -0.628 2.856 0.283 -0.35
```

## Properties
orbital gap	8.82	eV
highest occupied orbital energy	-8.9842	eV
energy relative to the best compared isomer or geometry (same formula, charge and spin)	296.9	kJ/mol
multiplicity	1
LUMO level	-0.2	eV



Record 2
Here is a 12-piece molecular cluster, C7H36O12 overall in a non-equilibrium geometry from the Open Molecules 2025 dataset. Energies are from ωB97M-V/def2-TZVPD.

```
55
Properties=species:S:1:pos:R:3:mulliken_charge:R:1
C 2.894 1.400 -0.974 -1.40
C 1.848 1.928 -0.352 0.54
C 1.668 3.396 -0.319 -0.59
C 0.741 4.039 -1.355 -1.05
C 0.821 1.087 0.296 0.23
C -0.624 1.093 -0.221 0.09
C -0.671 0.503 -1.601 -0.19
O -0.287 1.291 -2.705 -0.67
H 3.562 2.026 -1.462 0.34
H 3.091 0.369 -0.947 0.36
H 1.459 3.888 0.589 0.39
H 2.768 3.771 -0.574 0.30
H 1.204 5.048 -1.536 0.42
H -0.354 4.211 -1.189 0.27
H 0.933 3.584 -2.426 0.36
H 0.821 1.570 1.321 0.32
H 1.317 0.090 0.535 0.17
H -1.175 1.970 -0.241 0.30
H -1.354 0.313 0.284 -0.33
H -1.644 0.103 -1.900 0.21
H 0.114 -0.287 -1.760 -0.14
H 0.346 1.928 -2.484 0.22
O 0.830 -2.178 2.582 -0.75
H 1.315 -2.764 1.840 0.39
H -0.019 -2.460 2.482 0.27
O 1.232 -0.031 -4.439 -0.69
H 0.558 0.553 -3.974 0.32
H 0.559 -0.330 -5.191 0.35
O -2.073 -3.004 -1.094 -0.64
H -2.634 -2.361 -1.457 0.33
H -2.360 -3.951 -1.346 0.30
O -4.293 -0.597 -1.195 -0.66
H -3.976 -0.650 -0.348 0.37
H -3.976 0.311 -1.378 0.31
O 2.119 -3.192 0.448 -0.64
H 2.922 -3.745 0.530 0.26
H 1.763 -2.876 -0.409 0.37
O 2.264 -0.365 3.985 -0.68
H 1.912 0.382 3.566 0.32
H 1.941 -1.216 3.506 0.42
O -3.622 -0.730 2.060 -0.69
H -3.329 0.261 2.179 0.45
H -2.940 -1.395 1.973 0.31
O -2.267 1.610 2.193 -0.68
H -2.164 2.453 2.413 0.26
H -1.473 1.014 2.441 0.38
O -0.462 0.119 3.433 -0.73
H -0.117 -0.675 2.947 0.36
H -0.445 -0.167 4.461 0.35
O 2.301 -2.300 -2.313 -0.55
H 2.768 -2.957 -2.694 0.21
H 1.856 -1.685 -2.821 0.31
O -1.619 -3.193 1.753 -0.67
H -1.929 -3.987 2.101 0.26
H -2.121 -3.215 0.787 0.38
```

## Properties
orbital gap	9.53	eV
highest occupied orbital energy	-9.4556	eV
energy relative to the best compared isomer or geometry (same formula, charge and spin)	469.2	kJ/mol
SMILES	C=C(CC)CCCO.O.O.O.O.O.O.O.O.O.O.O
multiplicity	1
LUMO level	0.1	eV



Record 3
Here is a 14-piece molecular cluster, C7H36O13 overall in a non-equilibrium geometry from the Open Molecules 2025 dataset. Energies are from ωB97M-V/def2-TZVPD.

```
56
Properties=species:S:1:pos:R:3:mulliken_charge:R:1
C 3.029 1.155 0.444 0.25
C 4.021 0.417 -0.126 -1.57
C 1.724 1.497 -0.342 -0.04
C 0.583 1.903 0.467 -0.18
C 0.007 1.195 1.409 0.79
C -1.031 1.843 2.257 -1.05
C -2.299 1.470 2.319 -0.20
H 3.126 1.509 1.496 0.61
H 4.987 0.261 0.202 0.43
H 4.189 0.494 -1.259 0.23
H 2.046 2.435 -0.874 0.46
H 1.452 0.640 -0.944 -0.37
H 0.251 2.958 0.167 0.42
H 0.337 0.165 1.625 -0.07
H -0.675 2.846 2.677 0.29
H -2.618 0.431 2.173 -0.13
H -2.996 2.061 2.893 0.37
H -2.028 1.150 -3.279 0.31
H -0.540 1.452 -3.690 0.33
O -1.198 0.776 -3.761 -0.69
H -3.073 0.520 -0.738 0.33
H -2.484 1.861 -0.718 0.38
O -2.959 1.281 -1.240 -0.68
H -1.732 3.328 0.487 0.34
H -3.208 3.010 -0.241 0.30
O -2.408 3.625 -0.194 -0.77
H 1.301 -1.186 -4.259 0.32
H 0.570 -1.244 -2.855 0.07
O 1.352 -0.778 -3.387 -0.59
H 1.912 -1.337 -1.007 0.28
H 1.793 -1.902 0.376 0.34
O 1.253 -1.609 -0.365 -0.42
H -0.596 -1.736 3.033 0.28
H -0.899 -2.584 1.763 0.32
O -0.452 -2.603 2.647 -0.63
H -0.568 -2.278 0.132 0.28
H -0.816 -3.467 -0.561 0.45
O -1.224 -3.005 0.109 -0.74
H -0.658 3.299 -1.847 0.25
H 0.499 3.081 -2.789 0.31
O 0.165 2.758 -1.990 -0.54
H 3.319 -1.787 2.310 0.27
H 1.840 -2.546 2.587 0.27
O 2.398 -2.069 1.980 -0.66
H -0.397 -3.008 -2.693 0.42
H 0.978 -3.323 -1.989 0.34
O 0.108 -3.769 -2.164 -0.73
H 1.935 0.109 2.641 0.25
H 2.824 0.526 3.772 0.30
O 2.308 -0.182 3.467 -0.62
H -2.395 -1.684 -2.390 0.24
H -1.191 -0.689 -2.721 0.40
O -1.574 -1.556 -2.736 -0.55
H -3.239 -2.659 2.557 0.29
H -3.647 -1.227 2.983 0.31
O -3.404 -1.828 2.187 -0.60
```

## Properties
orbital gap	9.71	eV
highest occupied orbital energy	-9.4751	eV
energy relative to the best compared isomer or geometry (same formula, charge and spin)	521.7	kJ/mol
multiplicity	1
LUMO level	0.2	eV



> Which of these has the highest orbital gap?

C7H36O13



> What is the formula in the second record?

C7H36O12



> Look up the highest occupied orbital energy of the second one.

-9.4556 eV



> What is the formula in the first record?

C7H36O12